{"formula": "CH10N2O3", "method": "ωB97M-V/def2-TZVPD", "smiles": "[H]/N=C/N.O.O.O", "largest_force_ev_per_a": 6.342, "homo_lumo_gap_ha": 0.3579, "elements": ["O", "O", "O", "N", "N", "C", "H", "H", "H", "H", "H", "H", "H", "H", "H", "H"], "positions_angstrom": [[1.9844, 1.4352, -2.7259], [-1.7355, 0.9551, 1.2191], [-4.8953, -0.2420, 1.5807], [2.4359, 0.2079, 0.4976], [2.8095, -1.7624, -0.7901], [2.3708, -1.2475, 0.3001], [-2.6535, 0.8603, 1.1867], [1.6154, 0.6808, 0.8955], [2.4244, -2.7611, -0.9055], [-5.0060, -1.0094, 1.1772], [2.1260, -1.8558, 1.1598], [2.6477, 0.6725, -0.3816], [-5.6885, 0.1604, 1.6879], [-1.6966, 1.9095, 1.2256], [2.0487, 0.4581, -2.7756], [1.2125, 1.5385, -3.3513]], "forces_ev_per_angstrom": [[-1.5, -1.0, -1.4], [1.9, 0.5, 0.0], [4.7, 3.6, 2.3], [-0.2, -1.9, -0.3], [-2.0, -1.0, -0.1], [0.9, 2.3, -0.9], [-2.6, -1.0, 0.0], [0.5, -0.9, 0.1], [1.5, 1.6, 0.7], [-0.9, -5.3, -2.8], [-0.8, 0.2, 0.3], [0.0, -0.3, 0.0], [-3.7, 1.8, 0.5], [0.6, 0.5, 0.0], [0.4, 0.5, 0.4], [1.2, 0.4, 1.0]], "nbo_charge": [-0.943, -0.932, -0.926, -0.850, -0.728, 0.292, 0.473, 0.390, 0.350, 0.462, 0.157, 0.389, 0.465, 0.458, 0.477, 0.466]}


{"formula": "C41H49MnN6O6SSeSi", "method": "ωB97M-V/def2-TZVPD", "charge": -1, "largest_force_ev_per_a": 0.433, "multiplicity": 4, "homo_lumo_gap_ha": [0.2025, 0.2379], "elements": ["Se", "Mn", "S", "Si", "O", "O", "O", "O", "O", "O", "N", "N", "N", "N", "N", "N", "C", "C", "C", "C", "C", "C", "C", "C", "C", "C", "C", "C", "C", "C", "C", "C", "C", "C", "C", "C", "C", "C", "C", "C", "C", "C", "C", "C", "C", "C", "C", "C", "C", "C", "C", "C", "C", "C", "C", "C", "C", "H", "H", "H", "H", "H", "H", "H", "H", "H", "H", "H", "H", "H", "H", "H", "H", "H", "H", "H", "H", "H", "H", "H", "H", "H", "H", "H", "H", "H", "H", "H", "H", "H", "H", "H", "H", "H", "H", "H", "H", "H", "H", "H", "H", "H", "H", "H", "H", "H"], "positions_angstrom": [[2.3401, 2.9159, -4.0362], [-0.0283, 0.1300, -0.2024], [0.1933, -1.7403, -2.7023], [-2.6958, -2.3271, 3.2296], [1.9273, 0.6526, 3.5605], [1.6935, -2.0277, -2.3639], [-0.3676, -1.3437, -1.3283], [-0.3730, -2.9926, -3.0884], [0.1385, -0.6460, -3.6198], [-3.3620, 2.5232, -0.4856], [3.6197, 1.6497, -4.0558], [1.7427, 0.2192, -1.3277], [1.4586, 2.1470, -2.6436], [-1.6655, 1.0488, -1.0200], [-0.4197, 1.6080, 1.1468], [1.5289, -0.0946, 1.4048], [0.1986, 1.6284, 2.3221], [2.3338, -1.0729, -1.3924], [-3.7156, -1.2051, -1.7245], [-1.7688, -1.3993, 1.9516], [-1.1331, -0.8140, 1.0988], [-4.5265, -2.0263, 3.0071], [-3.0922, -0.5874, -4.0321], [-3.2031, 3.9204, -3.0542], [3.9139, 0.2850, 1.1232], [1.3084, 0.6476, 2.4954], [-2.1569, 1.5153, -4.6488], [-4.2692, -0.4840, -0.4975], [2.0967, 1.0583, -2.3454], [4.2071, -0.2860, -2.7369], [3.6844, 1.7739, 0.9114], [2.1112, -2.9964, 2.1007], [-1.9428, 1.8358, -3.3181], [-3.1184, -2.5618, -1.3480], [-1.7947, 3.3094, -2.9468], [-2.1698, 0.8329, -2.3429], [1.3212, -2.5990, 3.3490], [3.1463, -1.9610, 1.6930], [-2.6582, 0.2774, -5.0148], [-2.2910, 1.9756, -0.2639], [-1.5386, 2.3039, 0.9760], [4.4706, -2.3900, 1.6316], [-2.0070, 3.1833, 1.9294], [5.5055, -1.5214, 1.3334], [3.3227, 0.8001, -3.1306], [-2.1600, -1.7130, 4.9158], [1.1956, -3.4272, 0.9538], [-2.3241, -4.1478, 3.0318], [4.0131, 2.5719, 2.1809], [-2.9069, -0.3170, -2.6770], [-1.3024, 3.2956, 3.1193], [-0.8367, 4.1578, -3.7774], [5.2205, -0.1898, 1.0966], [4.5072, 2.3496, -0.2442], [2.8655, -0.6171, 1.4010], [3.7655, -1.1395, -1.8234], [-0.1993, 2.4865, 3.3316], [-2.7062, -3.0768, -2.2139], [-3.9179, 3.3752, -2.4424], [-2.9519, -4.7490, 3.6942], [-2.8757, -2.0207, 5.6823], [-1.4649, 3.3887, -1.9124], [-3.5367, 3.8904, -4.0946], [4.4838, 1.7106, -1.1225], [-1.1764, -2.0984, 5.1891], [-3.1900, 4.9646, -2.7314], [-2.9195, 3.7215, 1.7181], [1.9690, -2.1496, 4.1022], [3.4759, 2.2059, 3.0521], [6.0275, 0.4993, 0.8806], [-4.6666, 0.4981, -0.7515], [-3.9092, -3.1835, -0.9148], [4.1181, 3.3302, -0.5258], [0.5370, -1.8837, 3.1110], [0.8499, -3.4880, 3.7775], [-1.6371, 3.9775, 3.8906], [6.5276, -1.8786, 1.2998], [4.6875, -3.4305, 1.8453], [-4.5944, -1.4347, -2.3383], [0.1829, 4.0134, -3.4436], [-0.8998, 3.9536, -4.8467], [1.7680, -3.8518, 0.1257], [-1.9594, 2.2574, -5.4125], [-2.3239, -2.4612, -0.6134], [-2.5095, -4.4625, 2.0031], [5.2091, -0.3150, -3.1442], [-3.5159, -0.3615, 0.2796], [-3.6099, -1.5000, -4.3066], [-4.8503, -2.3178, 2.0075], [-1.0743, 5.2142, -3.6308], [5.0846, 2.5035, 2.3903], [-4.7705, -0.9705, 3.1399], [-5.0802, -1.0840, -0.0756], [3.7727, 3.6275, 2.0284], [0.3617, 2.4639, 4.2546], [5.5527, 2.4843, 0.0446], [0.4908, -4.1867, 1.3021], [-5.0972, -2.6051, 3.7379], [4.3763, -1.9346, -1.4169], [-1.2795, -4.3599, 3.2641], [2.7018, -3.8774, 2.3737], [2.6313, 1.9138, 0.6621], [0.5983, -2.6040, 0.5668], [2.1902, -1.5839, -0.4505], [-2.1021, -0.6229, 4.9233], [-2.7810, 0.0236, -6.0603]], "forces_ev_per_angstrom": [[-0.1, -0.1, 0.1], [0.4, 0.2, 0.1], [-0.1, 0.1, -0.1], [0.1, 0.0, -0.1], [0.0, -0.1, -0.1], [0.1, 0.0, -0.1], [-0.1, -0.2, 0.1], [0.0, 0.0, 0.0], [0.0, -0.1, -0.1], [0.1, -0.1, 0.1], [0.0, 0.1, 0.0], [-0.4, 0.1, -0.2], [0.0, 0.2, -0.1], [0.2, 0.0, 0.1], [0.0, -0.1, 0.0], [-0.1, -0.1, -0.1], [-0.1, 0.0, 0.0], [0.0, -0.1, 0.1], [0.0, 0.0, 0.0], [0.0, 0.0, 0.1], [-0.1, -0.1, 0.0], [0.0, 0.0, 0.0], [0.0, 0.0, 0.0], [-0.1, 0.0, 0.0], [0.0, 0.0, 0.0], [0.0, 0.1, 0.1], [0.0, 0.0, 0.0], [0.0, 0.0, 0.0], [0.2, 0.0, 0.1], [0.0, 0.1, 0.0], [0.0, 0.0, 0.0], [0.0, 0.0, 0.0], [0.0, 0.0, 0.0], [0.0, 0.0, 0.0], [0.0, 0.0, 0.0], [-0.1, 0.0, 0.0], [0.0, 0.0, 0.0], [0.1, 0.0, 0.0], [0.0, 0.0, 0.0], [0.0, 0.1, -0.1], [0.0, 0.0, 0.0], [0.0, 0.0, 0.0], [0.0, 0.0, 0.0], [0.0, 0.0, 0.0], [0.1, -0.1, 0.0], [0.0, 0.0, 0.0], [0.0, 0.0, 0.0], [0.0, 0.0, 0.0], [0.0, 0.0, 0.0], [0.0, 0.0, 0.0], [0.0, 0.0, 0.0], [0.0, 0.0, 0.0], [0.0, 0.0, 0.0], [0.0, 0.0, 0.0], [0.0, 0.1, 0.0], [0.1, 0.1, 0.0], [0.0, -0.1, 0.0], [0.0, 0.0, 0.0], [0.0, 0.0, -0.1], [0.0, 0.0, 0.0], [0.0, 0.0, 0.0], [0.0, 0.0, 0.0], [0.0, 0.0, 0.0], [0.0, 0.0, 0.0], [0.0, 0.0, 0.0], [0.0, 0.0, 0.0], [0.0, 0.0, 0.0], [0.0, 0.0, 0.0], [0.0, 0.0, 0.0], [0.0, 0.0, 0.0], [0.0, 0.0, 0.0], [0.0, 0.0, 0.0], [0.0, 0.0, 0.0], [0.0, 0.0, 0.0], [0.0, 0.0, 0.0], [0.0, 0.0, 0.0], [0.0, 0.0, 0.0], [0.0, 0.0, 0.0], [0.0, 0.0, 0.0], [0.0, 0.0, 0.0], [0.0, 0.0, 0.0], [0.0, 0.0, 0.0], [0.0, 0.0, 0.0], [0.0, 0.0, 0.0], [0.0, 0.0, 0.0], [0.0, 0.0, 0.0], [0.0, 0.0, 0.0], [0.0, 0.0, 0.0], [0.0, 0.0, 0.0], [0.0, 0.0, 0.0], [0.0, 0.0, 0.0], [0.0, 0.0, 0.0], [0.0, 0.0, 0.0], [0.0, 0.0, 0.0], [0.0, 0.0, 0.0], [0.0, 0.0, 0.0], [0.0, 0.0, 0.0], [0.0, 0.0, 0.0], [0.0, 0.0, 0.0], [0.0, 0.0, 0.0], [0.0, 0.0, 0.0], [0.0, 0.0, 0.0], [0.0, 0.0, 0.1], [0.0, 0.0, -0.1], [0.0, 0.0, 0.0], [0.0, 0.0, 0.0]], "mulliken_charge": [0.085, 0.017, 1.688, -0.434, -0.776, -0.640, -1.674, -0.884, -0.598, -0.726, -1.000, 1.752, -0.088, 2.313, 0.447, 1.480, 0.036, 1.363, 0.498, -0.862, 2.870, -0.996, -0.196, -1.775, 0.791, 0.464, -0.359, -1.321, -1.021, -0.940, 1.294, 0.311, 0.727, -1.325, 1.087, -0.077, -0.973, 1.121, -1.571, -0.291, -0.174, -1.064, -0.727, -1.368, 0.751, -1.069, -1.392, -0.929, -1.810, -0.373, -0.836, -1.309, 0.096, -1.997, -1.591, -1.802, -0.843, 0.320, 0.343, 0.428, 0.391, -0.033, 0.369, 0.462, 0.299, 0.475, 0.612, 0.412, 0.370, 0.336, 0.257, 0.539, 0.408, -0.392, 0.477, 0.454, 0.351, 0.388, 0.668, 0.099, 0.214, 0.374, 0.268, 0.014, 0.286, 0.395, 0.031, 0.420, 0.199, 0.413, 0.353, 0.295, 0.533, 0.434, 0.599, 0.496, 0.561, 0.386, 0.660, 0.242, 0.576, -0.500, 0.061, -0.399, 0.310, 0.369]}


{"formula": "C3H5NO2", "method": "ωB97M-V/def2-TZVPD", "smiles": "O=C=CO.C=N", "largest_force_ev_per_a": 0.863, "homo_lumo_gap_ha": 0.3284, "elements": ["O", "O", "N", "C", "C", "C", "H", "H", "H", "H", "H"], "positions_angstrom": [[-1.4521, -1.5224, 0.9947], [1.2447, -2.4659, -0.6612], [-0.6629, 1.1041, 0.5357], [-0.4483, -1.2514, 0.4482], [-0.0589, 2.1237, 0.0969], [0.6734, -1.2584, -0.2636], [0.6476, -2.8688, -1.3036], [-1.6183, 1.3213, 0.8280], [-0.4940, 3.1238, 0.0597], [1.2017, -0.3435, -0.4683], [0.9671, 2.0374, -0.2663]], "forces_ev_per_angstrom": [[0.7, 0.2, -0.3], [-0.3, -0.1, 0.0], [0.1, 0.5, -0.2], [-0.5, -0.6, 0.2], [0.0, 0.0, 0.1], [-0.2, 0.4, 0.2], [0.2, 0.0, 0.0], [0.1, -0.1, 0.1], [-0.1, 0.0, 0.0], [0.0, -0.1, 0.0], [-0.1, -0.1, 0.1]], "nbo_charge": [-0.500, -0.686, -0.596, 0.673, -0.013, -0.227, 0.474, 0.355, 0.158, 0.196, 0.166]}


One value per record, in order, for energy above the lowest of the compared OMol25 structures with the same formula, charge and spin: 171.9 134.0 319.7 kJ/mol.